C18H18CaClO | ωB97M-V with the def2-TZVPD basis set

Strongest force on any atom (hartree/bohr): 0.04445
Energy (eV): -51967.3743
Energy above the lowest of the compared OMol25 structures with the same formula, charge and spin (kcal per mole): 0.0
HOMO-LUMO gap (eV): 5.89

The geometry in ORCA input format:
```
! wB97M-V def2-TZVPD RIJCOSX def2/J DEFGRID3
* xyz -1 1
C 0.47 -1.77 3.76
C -0.82 -2.24 3.38
C -0.71 -2.86 2.11
H -1.74 -2.15 3.95
C 0.66 -2.79 1.70
C 1.38 -2.10 2.72
H 2.44 -1.91 2.78
H 0.74 -1.25 4.66
H -1.53 -3.40 1.64
H 1.09 -3.27 0.82
C -0.90 2.75 2.59
C -0.69 1.95 3.74
C 0.68 1.60 3.81
H -1.44 1.68 4.49
C 1.33 2.19 2.70
C 0.36 2.89 1.94
H 0.57 3.53 1.07
H -1.84 3.26 2.36
H 1.12 1.02 4.61
H 2.40 2.16 2.49
Ca -0.28 -0.03 2.04
O -0.11 -0.19 -0.94
C -1.34 -0.71 -1.52
C -0.06 -0.94 -2.28
H -1.75 -1.56 -0.97
H -2.01 0.04 -1.96
H 0.36 -1.95 -2.20
H 1.02 -1.87 -4.60
C 0.70 -0.83 -4.69
C 0.18 -0.19 -3.53
C -0.27 1.14 -3.70
H -0.71 1.67 -2.87
C -0.17 1.79 -4.93
H -0.50 2.83 -5.02
C 0.34 1.13 -6.05
H 0.41 1.64 -7.01
C 0.76 -0.20 -5.93
H 1.13 -0.74 -6.81
Cl -1.24 -0.32 5.63
*
```

***

C18H18ClF5FeN3O5SbTe | ωB97M-V with the def2-TZVPD basis set

Strongest force on any atom (hartree/bohr): 0.08813
Energy (eV): -107987.1564
Energy above the lowest of the compared OMol25 structures with the same formula, charge and spin (kcal per mole): 0.0
HOMO-LUMO gap (alpha / beta) (eV): 9.05 / 8.81

The geometry in ORCA input format:
```
! wB97M-V def2-TZVPD RIJCOSX def2/J DEFGRID3
* xyz 0 5
Fe -0.59 -0.57 1.27
C -1.65 2.71 1.71
C -1.13 2.43 0.32
C -0.97 3.58 -0.49
C -0.48 3.36 -1.76
C -0.15 2.11 -2.19
C -0.31 1.02 -1.32
N -0.82 1.18 -0.08
Sb 0.14 -0.98 -2.01
C -1.71 -1.69 -1.12
C -2.59 -2.07 -2.16
C -3.88 -2.46 -1.88
C -4.28 -2.47 -0.54
C -3.35 -2.09 0.47
C -3.79 -2.25 1.88
N -2.11 -1.68 0.18
C 1.52 -1.53 -0.52
C 2.64 -2.17 -0.96
C 3.84 -2.07 -0.27
C 3.84 -1.34 0.89
C 2.65 -0.73 1.34
C 2.65 0.16 2.51
N 1.48 -0.90 0.67
H -0.84 2.82 2.43
H -3.48 1.84 1.72
H -2.02 3.74 1.69
H -1.29 4.49 -0.06
H -0.29 4.20 -2.40
H 0.38 1.95 -3.17
H -2.18 -2.03 -3.15
H -4.51 -2.86 -2.68
H -5.32 -2.79 -0.21
H -4.26 -1.32 2.25
H -2.85 -2.31 2.53
H -4.39 -3.18 1.94
H 2.67 -2.67 -1.89
H 4.71 -2.62 -0.48
H 4.68 -1.27 1.56
H 1.62 0.34 2.85
H 3.08 1.11 2.21
H 3.31 -0.28 3.25
O -0.30 0.87 4.26
Cl -0.56 -0.57 4.36
O -2.65 1.78 2.22
O 0.70 -1.31 4.61
O -1.05 -0.96 2.95
F 3.75 0.27 -4.72
Te 3.52 1.30 -3.13
F 4.84 2.49 -3.90
F 2.05 0.20 -2.86
F 2.38 2.19 -4.32
F 2.71 2.54 -1.89
O 4.66 0.47 -1.91
*
```

***

C18H18ClIrN3O9P2S2 | ωB97M-V with the def2-TZVPD basis set

Strongest force on any atom (hartree/bohr): 0.05192
Energy (eV): -97468.7297
Energy above the lowest of the compared OMol25 structures with the same formula, charge and spin (kcal per mole): 70.0
HOMO-LUMO gap (alpha / beta) (eV): 6.72 / 5.78

The geometry in ORCA input format:
```
! wB97M-V def2-TZVPD RIJCOSX def2/J DEFGRID3
* xyz 0 2
Ir 0.00 -0.06 -0.10
O 1.58 -1.68 3.50
P 0.67 -0.61 2.79
O -0.08 0.25 3.69
O -0.10 -1.30 1.65
O 1.78 0.29 1.91
P 2.79 -0.39 0.82
O 4.09 0.51 0.93
O 3.05 -1.81 1.18
O 2.13 -0.06 -0.53
H 2.18 -2.08 2.84
H 4.81 0.01 1.33
O -0.81 0.31 -5.62
C -0.36 1.57 -5.30
C -0.41 2.49 -6.33
C -0.08 3.82 -6.10
C 0.30 4.22 -4.82
C 0.39 3.29 -3.81
C 0.09 1.94 -4.04
C 0.25 0.96 -2.94
O -0.27 2.26 -1.02
N 0.78 -1.40 -2.71
N 0.18 -1.57 -1.47
C 0.17 -2.86 -1.20
S 0.72 -4.00 -2.39
C -0.04 -5.42 -1.57
C 0.12 -5.20 -0.08
S -0.39 -3.50 0.29
H -0.95 -0.21 -4.81
H -0.76 2.16 -7.30
H -0.14 4.53 -6.91
H 0.54 5.26 -4.62
H 0.71 3.59 -2.82
H 0.46 -6.32 -1.91
H -1.09 -5.45 -1.85
H 1.16 -5.31 0.24
H -0.51 -5.87 0.51
N 0.71 -0.25 -3.26
C 0.00 1.22 -1.58
H 1.25 -0.28 -4.13
Cl -4.23 1.58 -5.53
C -3.65 1.03 -3.99
C -3.29 -0.31 -3.83
C -2.80 -0.73 -2.61
C -2.65 0.16 -1.54
C -2.02 -0.32 -0.27
C -3.05 1.48 -1.72
C -3.54 1.92 -2.94
H -3.42 -1.00 -4.66
H -2.52 -1.77 -2.48
H -2.20 -1.38 -0.12
H -2.33 0.25 0.61
H -2.95 2.18 -0.90
H -3.84 2.95 -3.07
*
```

***

C18H18ClN5O5 | ωB97M-V with the def2-TZVPD basis set

Structure (SMILES): Cc1ccc(NC(=O)COC(=O)Cn2cnc3c2c(=O)n(C)c(=O)n3C)c(Cl)c1
Strongest force on any atom (hartree/bohr): 0.03005
Energy (eV): -49171.2974
HOMO-LUMO gap (eV): 8.98

The geometry in ORCA input format:
```
! wB97M-V def2-TZVPD RIJCOSX def2/J DEFGRID3
* xyz 0 1
C -5.58 -1.91 0.04
C -4.45 -0.95 -0.17
C -3.26 -1.36 -0.77
C -2.22 -0.48 -0.98
C -2.33 0.85 -0.60
N -1.31 1.79 -0.77
C -0.03 1.56 -1.16
O 0.44 0.49 -1.46
C 0.82 2.85 -1.21
O 2.15 2.46 -0.90
C 2.74 3.02 0.16
O 2.39 4.03 0.69
C 3.98 2.21 0.55
N 3.83 0.83 0.18
C 4.65 0.06 -0.56
N 4.19 -1.16 -0.75
C 2.99 -1.18 -0.12
C 2.75 0.04 0.49
C 1.53 0.32 1.18
O 1.19 1.40 1.63
N 0.73 -0.81 1.28
C -0.50 -0.70 2.04
C 0.94 -2.04 0.66
O 0.12 -2.93 0.76
N 2.11 -2.21 -0.04
C 2.36 -3.44 -0.75
C -3.53 1.27 -0.01
Cl -3.71 2.93 0.47
C -4.57 0.39 0.20
H -6.27 -1.53 0.79
H -6.12 -2.06 -0.89
H -5.20 -2.87 0.37
H -3.15 -2.40 -1.06
H -1.31 -0.83 -1.43
H -1.56 2.72 -0.46
H 0.49 3.60 -0.49
H 0.80 3.26 -2.22
H 4.09 2.31 1.64
H 4.86 2.63 0.06
H 5.59 0.40 -0.94
H -0.46 -1.37 2.90
H -0.60 0.33 2.37
H -1.35 -0.99 1.41
H 2.20 -3.30 -1.81
H 1.67 -4.19 -0.37
H 3.40 -3.74 -0.58
H -5.48 0.74 0.66
*
```

***

C18H18CrF10MgN2O22PS2 | ωB97M-V with the def2-TZVPD basis set

Strongest force on any atom (hartree/bohr): 0.14226
Energy (eV): -158985.4169
HOMO-LUMO gap (alpha / beta) (eV): 6.48 / 8.01

The geometry in ORCA input format:
```
! wB97M-V def2-TZVPD RIJCOSX def2/J DEFGRID3
* xyz 0 4
Cr 7.81 6.67 19.11
Mg 5.65 9.59 19.08
C 9.84 10.97 17.44
F 9.53 12.24 17.61
F 9.50 10.55 16.25
F 11.20 10.82 17.64
S 8.88 9.96 18.84
O 8.93 8.50 18.54
O 9.57 10.40 20.05
O 7.47 10.25 18.82
C 6.35 8.43 14.58
F 6.68 7.32 13.91
F 7.38 9.31 14.64
F 5.28 9.01 14.13
S 6.00 7.82 16.47
O 4.98 6.78 16.54
O 7.24 7.21 17.00
O 5.72 9.04 17.23
P 6.40 8.02 21.02
O 6.25 7.82 19.46
O 5.50 6.80 21.47
O 5.79 9.46 20.87
O 7.87 7.68 20.77
C 10.13 7.64 13.91
C 10.74 7.32 15.28
O 10.55 5.95 15.40
C 10.45 5.45 14.16
O 10.38 4.25 13.90
O 10.26 6.42 13.32
F 9.97 7.83 16.30
H 10.66 8.35 13.27
H 9.05 7.76 13.91
H 11.76 7.68 15.33
C 8.72 10.55 23.03
C 8.20 11.81 22.41
O 7.32 12.27 23.44
C 7.21 11.39 24.43
O 6.51 11.51 25.49
O 8.18 10.47 24.31
F 7.62 11.70 21.17
H 9.80 10.61 22.95
H 8.22 9.85 22.36
H 9.00 12.54 22.36
C 11.36 13.80 19.91
C 11.78 14.71 18.83
O 10.91 15.87 18.97
C 9.89 15.60 19.88
O 8.83 16.11 20.03
O 10.16 14.36 20.46
F 11.62 14.16 17.65
H 12.14 13.70 20.67
H 11.30 12.76 19.58
H 12.80 15.08 18.97
C 11.83 8.58 21.64
C 12.92 8.85 20.55
O 13.90 7.95 20.81
C 13.80 7.35 22.01
O 14.57 6.56 22.52
O 12.70 7.91 22.56
F 13.43 10.12 20.58
H 11.07 7.92 21.23
H 11.41 9.45 22.13
H 12.48 8.79 19.56
C 11.74 4.46 18.35
C 10.79 5.41 18.97
N 10.15 6.18 19.51
H 11.52 3.44 18.68
H 12.75 4.60 18.71
H 11.91 4.63 17.28
C 6.33 13.93 19.44
C 5.64 12.71 19.06
N 5.19 11.70 18.75
H 6.66 13.93 20.48
H 5.54 14.68 19.45
H 7.17 14.21 18.80
*
```

***

C18H18CrN5O8 | ωB97M-V with the def2-TZVPD basis set

Strongest force on any atom (hartree/bohr): 0.02138
Energy (eV): -71215.0214
Energy above the lowest of the compared OMol25 structures with the same formula, charge and spin (kcal per mole): 17.6
HOMO-LUMO gap (alpha / beta) (eV): 4.31 / 7.20

The geometry in ORCA input format:
```
! wB97M-V def2-TZVPD RIJCOSX def2/J DEFGRID3
* xyz -1 5
Cr 0.73 0.50 -0.17
C -0.24 -0.15 4.20
O 0.94 0.66 4.12
C 1.32 1.01 2.88
O 0.71 0.58 1.90
N 2.37 1.83 2.91
N 3.00 2.40 1.80
H -0.43 -0.28 5.26
H -0.08 -1.11 3.71
H -1.08 0.36 3.72
H 2.73 2.08 3.82
H 3.33 1.65 1.19
H 2.30 2.91 1.26
O -6.24 0.69 0.50
C -5.51 1.69 0.37
O -5.76 2.90 0.49
C -4.01 1.35 0.18
C -3.59 0.02 0.12
C -2.25 -0.27 -0.01
N -1.33 0.69 -0.08
C -1.71 1.98 -0.03
C -3.04 2.34 0.10
C -0.57 2.99 -0.10
O -0.79 4.17 0.00
O 0.61 2.44 -0.23
H -4.35 -0.75 0.18
H -1.89 -1.29 -0.06
H -3.32 3.38 0.14
O 4.38 0.05 -1.62
C 3.17 0.16 -1.46
O 2.63 0.33 -0.24
C 2.19 0.14 -2.53
C 2.51 0.05 -3.89
C 1.53 0.06 -4.84
C 0.16 0.19 -4.42
C -0.11 0.28 -3.09
N 0.85 0.24 -2.13
H 3.56 -0.03 -4.14
H 1.78 0.00 -5.89
H -0.65 0.22 -5.13
H -1.13 0.40 -2.73
C 0.56 -4.83 1.11
C 1.10 -4.10 -0.12
C 0.86 -2.66 -0.05
N 0.68 -1.53 0.00
H 0.74 -5.90 1.01
H -0.51 -4.67 1.23
H 1.06 -4.48 2.02
H 0.63 -4.46 -1.03
H 2.17 -4.23 -0.23
*
```

***

C18H18F4N | ωB97M-V with the def2-TZVPD basis set

Strongest force on any atom (hartree/bohr): 0.06122
Energy (eV): -31309.4609
Energy above the lowest of the compared OMol25 structures with the same formula, charge and spin (kcal per mole): 30.7
HOMO-LUMO gap (eV): 7.01

The geometry in ORCA input format:
```
! wB97M-V def2-TZVPD RIJCOSX def2/J DEFGRID3
* xyz 1 1
C 0.06 2.29 1.42
N 1.04 1.98 0.37
C 0.64 2.68 -0.88
C 2.36 2.55 0.78
H 0.32 1.79 2.37
H 0.07 3.39 1.59
H -0.95 2.00 1.12
H 1.39 2.53 -1.65
H -0.34 2.34 -1.23
H 0.59 3.76 -0.66
H 3.10 2.38 -0.02
H 2.24 3.64 0.91
H 2.73 2.10 1.71
F 0.47 -2.43 4.38
C 1.25 -1.77 3.46
C 2.60 -1.57 3.80
C 3.38 -0.92 2.84
F 4.70 -0.69 3.15
C 2.89 -0.53 1.61
C 1.51 -0.64 1.33
C 0.96 -0.11 0.08
C -0.19 -0.72 -0.48
C -0.66 -0.61 -1.78
C -1.93 -1.10 -2.24
C -2.31 -0.90 -3.61
C -3.57 -1.27 -4.05
F -3.88 -1.10 -5.38
C -4.52 -1.87 -3.23
C -4.15 -2.06 -1.90
F -5.05 -2.70 -1.08
C -2.91 -1.71 -1.39
C 0.70 -1.33 2.26
H 3.02 -1.94 4.73
H 3.60 -0.10 0.89
H 1.74 0.23 -0.64
H -0.68 -1.51 0.12
H -0.07 -0.07 -2.53
H -1.61 -0.43 -4.31
H -5.47 -2.21 -3.62
H -2.69 -1.87 -0.33
H -0.37 -1.52 2.09
*
```

***

C18H18F6N11O7S4Ti | ωB97M-V with the def2-TZVPD basis set

Strongest force on any atom (hartree/bohr): 0.05636
Energy (eV): -132445.4476
Energy above the lowest of the compared OMol25 structures with the same formula, charge and spin (kcal per mole): 23.7
HOMO-LUMO gap (alpha / beta) (eV): 3.57 / 3.31

The geometry in ORCA input format:
```
! wB97M-V def2-TZVPD RIJCOSX def2/J DEFGRID3
* xyz -1 1
Ti 0.05 -0.58 -0.84
C -0.72 -3.89 -2.21
C -0.41 -3.85 -0.76
N -0.49 -4.94 -0.02
N -0.12 -4.50 1.19
C 0.19 -3.20 1.19
S 0.71 -2.50 2.69
N 0.01 -2.75 -0.06
N 1.05 -1.28 -2.30
H -1.04 -4.90 -2.46
H 0.16 -3.62 -2.79
H -1.52 -3.20 -2.46
H -0.14 -5.10 2.00
H 1.99 -0.90 -2.43
H 0.59 -1.29 -3.20
F -2.37 3.53 -1.57
C -1.18 3.55 -2.14
F -0.23 3.64 -1.21
F -1.11 4.65 -2.90
S -0.87 2.05 -3.24
O 0.15 1.27 -2.57
O -0.56 2.60 -4.51
N -2.29 1.36 -3.27
S -2.72 0.01 -2.66
O -3.88 0.09 -1.83
O -1.65 -0.88 -2.19
C -3.26 -0.91 -4.16
F -2.24 -1.06 -5.01
F -4.25 -0.26 -4.78
F -3.70 -2.12 -3.81
O -2.61 -2.50 1.77
C -2.59 -1.34 1.44
C -3.65 -0.30 1.83
C -3.11 1.02 1.28
C -1.96 0.54 0.45
O -1.29 1.18 -0.39
N -1.64 -0.74 0.63
H -3.80 -0.32 2.91
H -4.58 -0.59 1.35
H -2.70 1.66 2.07
H -3.80 1.59 0.68
O 1.19 0.63 0.08
N 1.79 -0.58 0.21
C 3.11 -0.61 -0.10
C 3.83 0.58 -0.36
N 4.46 1.54 -0.51
C 3.79 -1.85 -0.08
N 4.38 -2.84 -0.06
C 4.44 0.56 2.93
C 3.07 1.16 2.83
C 2.82 2.47 2.52
C 1.48 2.88 2.46
N 0.48 2.10 2.80
C 0.73 0.83 3.12
S -0.51 -0.22 3.63
N 2.01 0.37 3.07
C 1.14 4.25 1.97
H 5.12 1.27 3.38
H 4.82 0.31 1.94
H 4.42 -0.35 3.53
H 3.63 3.14 2.27
H 2.13 -0.64 3.15
H 1.78 5.01 2.44
H 0.10 4.47 2.17
H 1.32 4.29 0.89
*
```